{"formula": "C20H40BCl4NO7P2S", "method": "the ωB97M-V functional and the def2-TZVPD basis", "symbols": ["C", "C", "C", "C", "C", "C", "O", "C", "C", "C", "C", "C", "S", "O", "O", "O", "C", "N", "B", "O", "O", "C", "C", "P", "C", "O", "P", "C", "C", "C", "C", "H", "H", "H", "H", "H", "H", "H", "H", "H", "H", "H", "H", "H", "H", "H", "H", "H", "H", "H", "H", "H", "H", "H", "H", "H", "H", "H", "H", "H", "H", "H", "H", "H", "H", "H", "H", "H", "H", "H", "H", "Cl", "C", "Cl", "Cl", "Cl"], "xyz": [[1.61703, 1.21868, 4.93298], [2.02058, 0.44436, 4.10628], [2.36188, -0.46206, 3.01772], [2.65702, 0.31679, 1.68290], [1.52433, 0.02268, 0.70555], [1.58913, 0.69843, -0.66769], [0.42331, 0.53866, -1.46485], [-0.37410, -0.63626, -1.32741], [-1.64996, -0.34783, -2.15466], [-2.95592, -0.79853, -1.48622], [-4.08897, 0.21090, -1.64915], [-3.79408, 1.55181, -0.92926], [-5.03654, 1.99267, 0.24803], [-4.61458, 3.16889, 0.94528], [-6.31932, 2.04216, -0.38365], [-4.99299, 0.74640, 1.23664], [0.29420, -1.93198, -1.77902], [0.54998, -1.93059, -3.24115], [-0.51068, -3.24848, -1.34080], [-0.08065, -3.97086, -0.25075], [-1.58714, -3.67634, -2.04871], [-2.23796, -4.87632, -1.62034], [-3.11926, -4.66924, -0.39163], [3.00153, 0.05007, -1.73403], [2.99770, 1.20307, -3.18109], [4.40909, 0.41435, -0.91446], [1.64617, 2.58944, -0.47240], [0.42644, 3.03558, 0.84743], [-0.46144, 4.20700, 0.34947], [3.31814, 3.18179, 0.03081], [4.15010, 3.77057, -1.12659], [1.45716, 1.88284, 5.74956], [1.53526, -1.15466, 2.84773], [3.21860, -1.07956, 3.29263], [2.69784, 1.36634, 1.95800], [3.62299, -0.03151, 1.32704], [1.42379, -1.06714, 0.64346], [0.60155, 0.36529, 1.18802], [-0.74072, -0.77380, -0.30408], [-1.69496, 0.74427, -2.22352], [-1.56496, -0.71436, -3.17516], [-2.82883, -0.99231, -0.41619], [-3.29207, -1.74035, -1.92113], [-4.36600, 0.37944, -2.68845], [-4.97842, -0.22326, -1.18379], [-3.83058, 2.38151, -1.63152], [-2.83689, 1.51145, -0.41146], [-5.75591, 0.81044, 1.83217], [1.27568, -2.02795, -1.29058], [1.43788, -2.37995, -3.41780], [0.62588, -0.97234, -3.56442], [0.67006, -3.54293, 0.17178], [-2.87763, -5.18372, -2.44992], [-1.53016, -5.68861, -1.45536], [-2.54893, -4.83640, 0.52129], [-3.93118, -5.39936, -0.38884], [-3.57438, -3.68010, -0.39121], [2.22596, 1.96865, -3.11484], [2.84748, 0.60344, -4.07802], [3.98207, 1.66470, -3.27725], [5.11933, 0.64974, -1.52122], [-0.24603, 2.20186, 1.04813], [0.90296, 3.36458, 1.77206], [-0.03183, 5.17671, 0.59970], [-1.46877, 4.13903, 0.76347], [-0.56208, 4.17819, -0.73635], [3.13423, 3.99682, 0.73863], [3.93863, 2.46235, 0.56478], [4.80953, 3.00385, -1.53324], [4.79827, 4.55132, -0.73006], [3.52163, 4.13758, -1.93564], [-0.57243, -1.90872, 5.24977], [0.72819, -2.97975, 5.78009], [1.47881, -3.73260, 4.36638], [1.94938, -2.05388, 6.65242], [0.06659, -4.23304, 6.83377]], "homo_ha": -0.286, "smiles": "C#CCCC[C@](O[C@@H](CCCCS(=O)(=O)O)[C@H](N)B(O)OCC)(P(C)O)P(CC)CC.ClC(Cl)(Cl)Cl", "lumo_ev": 0.066, "spin_multiplicity": 1, "homo_lumo_gap_ha": 0.28892}

---

{"formula": "C2H2N3OS", "method": "the ωB97M-V functional and the def2-TZVPD basis", "symbols": ["C", "C", "N", "N", "N", "O", "S", "H", "H"], "xyz": [[1.26865, -0.32132, 0.06143], [-1.08014, -0.34052, 0.58420], [1.44922, 0.97047, -0.05881], [1.73475, 2.04250, -0.11640], [0.03062, -0.89832, 0.25508], [-2.82907, 0.91312, -0.84389], [-2.54717, 0.51416, 0.54143], [1.97084, -1.03199, -0.50628], [0.00230, -1.84812, 0.08323]], "homo_ha": -0.525, "charge": 1, "lumo_ev": -6.409, "spin_multiplicity": 1, "de_lowest_kj_mol": 198.91, "homo_lumo_gap_ha": 0.28936}

---

{"formula": "C67H74BrN13OP", "method": "the ωB97M-V functional and the def2-TZVPD basis", "symbols": ["O", "P", "Br", "C", "C", "N", "C", "C", "C", "C", "C", "N", "C", "C", "C", "C", "C", "H", "H", "H", "H", "H", "H", "H", "H", "H", "H", "H", "H", "H", "H", "H", "H", "H", "H", "H", "N", "C", "C", "C", "C", "C", "H", "H", "H", "H", "H", "N", "C", "C", "C", "C", "C", "H", "H", "H", "H", "H", "N", "C", "C", "C", "C", "C", "H", "H", "H", "H", "H", "N", "C", "C", "C", "C", "C", "H", "H", "H", "H", "H", "N", "C", "C", "C", "C", "C", "H", "H", "H", "H", "H", "N", "C", "C", "C", "C", "C", "H", "H", "H", "H", "H", "N", "C", "C", "C", "C", "C", "H", "H", "H", "H", "H", "N", "C", "C", "C", "C", "C", "H", "H", "H", "H", "H", "N", "C", "C", "C", "C", "C", "H", "H", "H", "H", "H", "N", "C", "C", "C", "C", "C", "H", "H", "H", "H", "H", "N", "C", "C", "C", "C", "C", "H", "H", "H", "H", "H"], "xyz": [[-1.59604, -2.49882, -6.23035], [-0.69817, -2.35379, -4.85868], [-2.21502, -2.23088, -3.17061], [0.15944, -0.65614, -4.95080], [-0.09204, 0.01131, -3.62882], [1.00526, -0.03020, -2.96675], [2.12186, -0.69457, -3.60354], [3.50369, -0.10261, -3.25462], [4.05416, 0.95636, -4.24192], [3.77873, 2.42137, -3.81186], [2.53468, 3.04192, -4.49278], [2.77440, 3.11310, -5.93293], [2.01645, 2.37900, -6.78137], [2.43337, 2.64111, -8.06975], [3.47370, 3.59070, -7.91462], [3.69630, 3.86680, -6.59264], [1.71764, -0.98687, -5.05955], [-2.43185, -2.91753, -5.96870], [-0.21363, -0.05612, -5.79158], [-1.00609, 0.45583, -3.25011], [1.02963, 0.39263, -2.03306], [2.19448, -1.70970, -3.17291], [3.39045, 0.39898, -2.28079], [4.25608, -0.87628, -3.08547], [5.14559, 0.84525, -4.23686], [3.74582, 0.81135, -5.28251], [4.63103, 3.00358, -4.18556], [3.76864, 2.53104, -2.72157], [2.38317, 4.05536, -4.09901], [1.61920, 2.47959, -4.28206], [1.24039, 1.74070, -6.38110], [2.01782, 2.20898, -8.96752], [3.98047, 4.01056, -8.77731], [4.42170, 4.53337, -6.15378], [2.15298, -0.39726, -5.86840], [1.68872, -2.03125, -5.38587], [-4.76863, -1.67269, 0.07835], [-5.96838, -1.89183, 0.62657], [-6.72264, -3.03339, 0.39879], [-6.20882, -4.00022, -0.44757], [-4.96854, -3.79418, -1.03003], [-4.29370, -2.62214, -0.73377], [-6.33053, -1.10454, 1.27835], [-7.68711, -3.16120, 0.87068], [-6.76841, -4.90462, -0.65007], [-4.53539, -4.52676, -1.69839], [-3.31611, -2.41655, -1.16312], [1.79643, 2.15368, -0.30944], [0.67225, 2.83834, -0.55685], [0.12612, 3.76877, 0.30784], [0.77695, 4.00703, 1.50847], [1.93958, 3.30988, 1.78846], [2.40610, 2.40142, 0.85186], [0.19260, 2.61772, -1.50789], [-0.78431, 4.29237, 0.05046], [0.38514, 4.72638, 2.21881], [2.47519, 3.46826, 2.71418], [3.31538, 1.83794, 1.02879], [0.42257, 5.80004, 4.55789], [0.62583, 5.13944, 5.69993], [0.71171, 5.75303, 6.93858], [0.58314, 7.13092, 6.99699], [0.37337, 7.83755, 5.82523], [0.29986, 7.12612, 4.63731], [0.72354, 4.06336, 5.60492], [0.87555, 5.16807, 7.83345], [0.64600, 7.64748, 7.94672], [0.26864, 8.91381, 5.83029], [0.13350, 7.63570, 3.69428], [5.50696, 4.82171, -11.32524], [6.18865, 5.86203, -11.80804], [7.57316, 5.94732, -11.79353], [8.29061, 4.89757, -11.24448], [7.60081, 3.80883, -10.73605], [6.21649, 3.82154, -10.80324], [5.58545, 6.66121, -12.22544], [8.07366, 6.81452, -12.20204], [9.37269, 4.92691, -11.21332], [8.12341, 2.96898, -10.29835], [5.63272, 2.98965, -10.42193], [-9.07600, -6.40426, -0.80045], [-9.00229, -5.94062, -2.04660], [-9.89485, -6.27813, -3.05135], [-10.92424, -7.15272, -2.74411], [-11.01872, -7.64844, -1.45385], [-10.07398, -7.24298, -0.52346], [-8.17801, -5.26245, -2.24042], [-9.78607, -5.86752, -4.04592], [-11.64313, -7.44384, -3.49951], [-11.80699, -8.33355, -1.17393], [-10.11012, -7.60234, 0.49899], [4.09520, 8.60026, -13.49190], [3.71363, 9.28154, -12.41103], [2.40482, 9.66365, -12.16154], [1.43439, 9.32255, -13.08870], [1.80879, 8.61639, -14.21943], [3.14521, 8.28057, -14.37086], [4.50697, 9.52969, -11.71381], [2.15404, 10.21389, -11.26491], [0.40033, 9.60314, -12.93213], [1.08206, 8.33137, -14.96778], [3.48330, 7.72529, -15.23895], [4.79219, 6.03236, 8.55270], [4.10207, 6.81913, 7.72687], [4.52026, 8.08153, 7.33521], [5.72287, 8.55725, 7.83201], [6.45450, 7.75619, 8.69291], [5.94697, 6.50713, 9.01837], [3.16722, 6.40665, 7.36744], [3.91880, 8.67517, 6.65945], [6.08494, 9.53860, 7.55198], [7.39754, 8.09057, 9.10310], [6.48701, 5.84465, 9.68600], [-4.07861, -5.27147, 2.31232], [-3.88049, -5.94653, 3.44505], [-3.71695, -5.34469, 4.68339], [-3.75755, -3.96198, 4.75053], [-3.96071, -3.24086, 3.58498], [-4.11673, -3.94037, 2.39771], [-3.85279, -7.02648, 3.34410], [-3.56125, -5.94232, 5.57009], [-3.63257, -3.45401, 5.69874], [-3.99841, -2.15946, 3.59435], [-4.28264, -3.42275, 1.46596], [3.26147, -3.30018, -0.81912], [2.11749, -3.78872, -0.33361], [1.89175, -5.13480, -0.09627], [2.90946, -6.02997, -0.38200], [4.10447, -5.54604, -0.88826], [4.22876, -4.17998, -1.08573], [1.34735, -3.05257, -0.12626], [0.94430, -5.47183, 0.30171], [2.77325, -7.09028, -0.21181], [4.92286, -6.21209, -1.12417], [5.14806, -3.75704, -1.47640], [-2.56119, -6.76156, 8.27716], [-3.60361, -7.48135, 7.86465], [-4.54553, -8.03546, 8.71677], [-4.39405, -7.83395, 10.07876], [-3.31618, -7.09040, 10.52990], [-2.43401, -6.57748, 9.59109], [-3.67781, -7.61616, 6.79143], [-5.37382, -8.60910, 8.32365], [-5.10717, -8.25127, 10.77911], [-3.16222, -6.91090, 11.58476], [-1.57785, -5.98666, 9.89768], [-2.67824, -8.53108, 14.44925], [-3.76071, -7.78036, 14.25175], [-4.20915, -6.82090, 15.14606], [-3.49344, -6.63243, 16.31707], [-2.36582, -7.40402, 16.54323], [-2.00246, -8.33387, 15.58041], [-4.29030, -7.96702, 13.32329], [-5.09476, -6.23845, 14.93068], [-3.81019, -5.89431, 17.04315], [-1.77998, -7.28830, 17.44479], [-1.12526, -8.95763, 15.71299]], "homo_ha": -0.377, "charge": 1, "lumo_ev": -3.464, "spin_multiplicity": 1, "homo_lumo_gap_ha": 0.24929}

---

{"formula": "C45H37ClN3O2P2ReS", "method": "the ωB97M-V functional and the def2-TZVPD basis", "symbols": ["Re", "S", "C", "C", "C", "C", "C", "N", "H", "H", "H", "H", "C", "N", "P", "C", "C", "C", "C", "C", "C", "C", "C", "C", "C", "C", "C", "P", "C", "C", "C", "C", "C", "C", "C", "C", "C", "C", "C", "C", "H", "H", "H", "H", "H", "H", "H", "H", "H", "H", "H", "H", "H", "H", "H", "H", "H", "H", "H", "H", "H", "H", "H", "O", "C", "N", "C", "O", "C", "C", "C", "C", "C", "C", "H", "H", "H", "H", "Cl", "C", "C", "C", "C", "C", "C", "C", "H", "H", "H", "H", "H", "H"], "xyz": [[-0.15750, -0.07530, 0.29640], [-0.51370, -0.22280, 2.90940], [-2.00190, -0.92900, 2.39640], [-2.96410, -1.47600, 3.24400], [-4.09000, -2.03860, 2.68040], [-4.21110, -2.06000, 1.29420], [-3.20790, -1.51380, 0.51770], [-2.14130, -0.93190, 1.05880], [-2.80210, -1.43690, 4.30870], [-4.86630, -2.45760, 3.30010], [-5.07200, -2.49090, 0.81290], [-3.26410, -1.56760, -0.55930], [3.01890, 2.99420, -0.73370], [2.06540, 1.97120, -0.31890], [2.12700, 0.29050, -0.64270], [3.82470, -0.18810, -0.19680], [4.33610, -1.39230, -0.67740], [5.61000, -1.79420, -0.31870], [6.38870, -0.98820, 0.50010], [5.89120, 0.21840, 0.96350], [4.60470, 0.60640, 0.63580], [2.19940, -0.09000, -2.43080], [1.28460, -0.99590, -2.96070], [1.37370, -1.37550, -4.28800], [2.36780, -0.84870, -5.09550], [3.27800, 0.05510, -4.57210], [3.20540, 0.42440, -3.24200], [0.63090, 2.29310, 0.58990], [1.12330, 2.39600, 2.34100], [2.02660, 1.45960, 2.84270], [2.22800, 1.34340, 4.20550], [1.51450, 2.14550, 5.08130], [0.59300, 3.05840, 4.59160], [0.38320, 3.17490, 3.22900], [0.28780, 4.01950, 0.07150], [0.94630, 5.05190, 0.73780], [0.84640, 6.35360, 0.28580], [0.10330, 6.64110, -0.84610], [-0.57030, 5.62660, -1.50470], [-0.48540, 4.32200, -1.04710], [3.92220, 2.52190, -1.11830], [3.30550, 3.62970, 0.10810], [2.59970, 3.63090, -1.51800], [3.73120, -2.01230, -1.32550], [6.00510, -2.73560, -0.67630], [7.38630, -1.29640, 0.77790], [6.50290, 0.85600, 1.58650], [4.21240, 1.52960, 1.03070], [0.49280, -1.39160, -2.33650], [0.66030, -2.07620, -4.69260], [2.43580, -1.13820, -6.13350], [4.05360, 0.47130, -5.19670], [3.93260, 1.11560, -2.84280], [2.52660, 0.77150, 2.17580], [2.91130, 0.59650, 4.58250], [1.65580, 2.03530, 6.14590], [0.01620, 3.66150, 5.27680], [-0.37020, 3.85040, 2.84890], [1.53870, 4.84110, 1.61420], [1.35360, 7.14590, 0.81310], [0.04870, 7.65410, -1.20820], [-1.16340, 5.84170, -2.38150], [-1.02010, 3.55020, -1.57760], [-1.31680, -3.24330, -0.94390], [-0.29290, -3.23510, -0.30290], [0.28810, -2.09430, 0.22150], [1.42110, -2.39330, 0.92370], [2.11890, -1.52530, 1.43530], [1.61680, -3.85220, 0.87840], [2.58630, -4.66120, 1.43060], [2.49430, -6.02620, 1.17140], [1.47930, -6.54290, 0.38070], [0.49710, -5.72150, -0.16880], [0.57990, -4.37230, 0.09490], [3.37010, -4.24370, 2.04530], [3.22860, -6.70120, 1.58470], [1.44200, -7.60510, 0.19360], [-0.28990, -6.11410, -0.79130], [-3.16090, -1.04960, -3.17810], [-1.91700, 0.05850, -3.62770], [-1.66870, 0.22170, -4.98150], [-0.68420, 1.09370, -5.41150], [0.07540, 1.78470, -4.47820], [-0.18170, 1.62250, -3.13260], [-1.20220, 0.78590, -2.66440], [-1.57020, 0.75160, -1.24090], [-2.25290, -0.33440, -5.69870], [-0.52010, 1.23230, -6.47010], [0.86190, 2.44980, -4.80470], [0.41540, 2.15210, -2.40280], [-2.50250, 0.20020, -1.14050], [-1.75610, 1.77120, -0.88280]], "homo_ha": [-0.385, -0.383], "charge": 1, "lumo_ev": [-4.250, -4.066], "spin_multiplicity": 2, "de_lowest_kj_mol": 20.87, "homo_lumo_gap_ha": [0.22862, 0.23395]}

---

{"formula": "C5H10O", "method": "the ωB97M-V functional and the def2-TZVPD basis", "symbols": ["C", "C", "C", "C", "H", "H", "H", "H", "H", "H", "C", "O", "H", "H", "H", "H"], "xyz": [[0.36954, 1.28621, -0.93385], [0.02688, 1.45409, 0.53892], [1.05503, 1.27072, 1.61596], [0.17286, 0.32976, 1.53240], [-0.50253, 0.96477, -1.52063], [0.71824, 2.23071, -1.36811], [1.16137, 0.54031, -1.06563], [-0.76725, 2.19084, 0.70936], [1.93057, 1.68842, 2.08943], [-0.24087, -0.61077, 1.86666], [-0.43800, -2.14303, -0.70733], [-1.54921, -1.62585, -0.00626], [-0.46460, -1.89178, -1.77749], [-0.47598, -3.23067, -0.60786], [0.51858, -1.79067, -0.29150], [-1.51464, -0.66305, -0.07408]], "homo_ha": -0.355, "smiles": "CC1C=C1.CO", "lumo_ev": 1.074, "spin_multiplicity": 1, "de_lowest_kj_mol": 315.24, "homo_lumo_gap_ha": 0.39416}

---

{"formula": "C5H10NO7Rb", "method": "the ωB97M-V functional and the def2-TZVPD basis", "symbols": ["Rb", "C", "C", "O", "N", "H", "H", "C", "H", "H", "H", "H", "H", "H", "O", "C", "O", "O", "H", "O", "C", "O", "O", "H"], "xyz": [[-3.31921, -1.38740, -0.23232], [2.47118, 2.53519, 0.79611], [1.95326, 1.07486, 0.85249], [2.63080, 0.12913, 1.26779], [0.42082, 1.00409, 0.52073], [0.16309, 1.96581, 0.69035], [0.18123, 0.89199, -0.45403], [-0.26409, 0.08497, 1.55875], [3.50219, 2.67253, 1.12208], [1.83373, 3.06951, 1.50056], [2.32031, 2.99341, -0.18133], [-1.18569, 0.02187, 0.98016], [-0.44389, 0.50509, 2.54834], [0.20945, -0.89665, 1.57601], [0.41203, -3.84167, -1.11299], [-0.09433, -3.86349, 0.13277], [-0.93687, -3.00941, 0.47338], [0.30855, -4.68365, 0.93354], [0.24860, -2.89588, -1.09342], [-1.62079, 0.42216, -1.55289], [-2.40184, 0.90671, -2.48167], [-3.59098, 1.09024, -2.19311], [-2.01299, 0.97501, -3.66538], [-0.78456, 0.23557, -1.98591]], "homo_ha": -0.279, "lumo_ev": -1.726, "spin_multiplicity": 1, "de_lowest_kj_mol": 166.80, "homo_lumo_gap_ha": 0.21576}